# C30H82N6O12PSn3

C30H82N6O12PSn3 as an isolated structure at a distorted geometry (ωB97M-V/def2-TZVPD, OMol25).

Geometry as XYZ:
```
134
Properties=species:S:1:pos:R:3:forces:R:3:mulliken_charge:R:1
Sn -0.590222 -3.019166 2.818613 2.111 1.555 -2.362 1.50
Sn -3.918378 -0.785118 0.360826 2.710 1.018 -2.348 1.40
Sn -1.326323 1.621913 3.576507 1.383 -0.592 -1.796 1.02
P -0.305757 -0.186158 0.769684 2.977 1.290 -0.547 0.67
O 0.423349 -0.306925 2.182398 -2.652 -0.372 0.337 -1.24
O -1.056063 -1.494673 0.417485 -1.740 0.254 2.163 -1.22
O 0.730092 0.177299 -0.280681 -0.284 -1.097 1.122 0.37
O -1.320695 0.958342 0.822594 -2.170 0.425 1.956 -0.90
C 3.644991 3.232157 4.629127 0.854 0.419 1.639 -1.56
C 2.762981 2.080090 5.101584 0.389 0.822 0.578 1.10
C 2.274846 2.374108 6.548081 -0.582 0.138 -1.538 -1.64
O 1.705907 1.928583 4.145397 -0.979 -0.273 0.528 -0.13
H 4.307845 3.088298 3.775873 -0.542 -0.054 -0.320 0.23
H 4.320831 3.505533 5.439440 0.586 -0.634 0.254 0.51
H 3.126950 4.189868 4.679251 -0.659 -0.166 -1.044 0.41
H 3.286452 1.124568 5.134293 0.347 0.043 -0.003 -0.07
H 1.913739 3.400929 6.605842 0.285 0.193 0.084 0.40
H 3.108621 2.218568 7.232704 -0.308 -0.064 0.077 0.38
H 1.385778 1.786253 6.776343 0.281 -0.469 0.276 0.39
H 2.157616 1.681404 3.335176 -0.322 -0.042 -0.453 -0.21
C 2.765343 2.102827 0.736664 0.543 0.553 -0.226 0.71
C 1.937326 3.309496 1.070373 -1.000 0.781 -0.810 0.31
C 1.999715 4.467850 0.046349 1.024 0.206 0.194 -1.60
O 0.553322 2.948341 1.230458 -0.399 0.240 1.304 -0.24
H 2.646144 1.925042 -0.332116 -0.187 -0.834 0.193 -0.37
H 2.475846 1.303244 1.418545 -0.116 -0.451 -0.617 -1.03
H 3.830144 2.284281 0.882883 0.110 0.280 0.127 0.67
H 2.225155 3.679954 2.054249 -0.074 0.199 -0.015 0.24
H 1.406426 4.421053 -0.866843 -0.569 -0.650 0.305 0.26
H 3.000875 4.562943 -0.374066 0.359 0.043 0.308 0.42
H 1.773708 5.417473 0.531365 -0.115 -0.051 -0.012 0.41
H 0.171640 2.399901 0.541154 0.524 -0.230 -0.397 0.05
C -3.653804 -2.479972 -3.662389 -1.018 -0.558 -1.832 -1.51
C -2.955758 -1.201256 -3.453820 0.821 0.874 1.469 0.47
C -3.900745 0.017742 -3.355858 0.154 0.359 -1.138 -0.54
O -5.075431 -0.180189 -2.582664 -0.604 -1.056 0.899 -0.23
C -6.108570 0.807956 -2.762354 1.059 1.589 0.354 -0.67
N -2.148951 -1.507308 -2.247449 -0.486 0.800 1.415 0.51
H -2.936446 -3.299752 -3.700681 -0.269 -0.187 0.383 0.52
H -4.115318 -2.476338 -4.649861 -0.257 -0.075 -0.081 0.50
H -4.462306 -2.599279 -2.941144 0.317 -0.279 0.096 0.08
H -2.182919 -0.985649 -4.191620 -0.528 0.211 -0.719 0.31
H -4.229399 0.225278 -4.374196 -0.062 -0.236 -0.342 0.60
H -3.385743 0.939632 -3.085679 0.217 -0.113 0.557 -0.02
H -6.955522 0.719578 -2.081936 0.334 -0.722 0.134 0.33
H -6.517539 1.004183 -3.753479 0.300 -1.035 -0.460 0.36
H -5.619498 1.754648 -2.532840 -0.155 0.261 0.217 0.03
H -1.553347 -2.280309 -2.507880 -0.291 -0.744 0.324 0.38
H -1.453328 -0.832637 -1.962793 -0.230 1.089 -0.095 -1.07
C 2.959034 -2.863418 -2.674945 -0.802 0.438 -0.724 -1.67
C 3.160281 -2.319361 -1.282324 0.264 -2.206 -0.042 0.31
C 3.734527 -0.974401 -1.169093 2.219 1.464 0.314 2.18
O 5.184444 -0.992302 -1.433915 -2.427 -0.491 0.068 -0.54
C 5.891816 0.189473 -1.129203 -0.279 -0.523 -1.116 -0.55
N 1.915926 -2.410697 -0.552255 -0.851 -0.229 0.226 0.00
H 3.881451 -2.916457 -3.253251 -0.117 0.063 0.002 0.40
H 2.211375 -2.255187 -3.184006 0.188 0.503 -0.419 0.18
H 2.441193 -3.822535 -2.680306 0.500 -0.334 0.406 0.34
H 3.857315 -3.048512 -0.869306 0.190 0.144 0.637 0.41
H 3.612191 -0.595835 -0.154294 -0.002 -0.056 0.443 -1.12
H 3.135655 -0.260888 -1.735081 0.419 0.264 -0.642 -0.46
H 5.657667 0.608448 -0.150558 0.264 -0.242 0.354 0.16
H 5.654014 0.954668 -1.868144 0.095 0.279 -0.102 0.19
H 6.907318 -0.170045 -1.295338 0.252 0.758 0.562 0.30
H 2.050848 -2.232172 0.432639 0.047 -0.861 -0.475 0.13
H 1.327381 -1.610910 -0.736797 -0.083 0.440 -0.811 -0.22
C 4.238429 -0.701066 2.959261 1.305 0.284 1.720 -1.52
C 3.346454 -1.864284 3.379750 -1.610 1.183 1.137 0.49
C 2.562942 -1.663532 4.784292 0.298 -0.775 -1.882 -0.76
O 1.618634 -2.782917 4.998515 1.845 0.280 -0.974 -0.09
C 1.513543 -3.222264 6.340917 -0.122 0.254 0.453 -0.89
N 2.369362 -1.975666 2.339877 -0.554 -2.034 -0.157 -0.20
H 4.528299 -0.602086 1.913185 -0.271 -0.704 -0.146 0.40
H 5.142109 -0.959232 3.511350 0.570 0.871 -0.086 0.61
H 3.924025 0.305443 3.235310 -0.272 -0.128 0.275 0.06
H 4.028341 -2.709969 3.468853 -0.551 -0.478 -0.044 0.63
H 1.892810 -0.803914 4.792974 0.531 0.510 -0.279 0.19
H 3.374072 -1.556014 5.504426 -0.494 -0.384 0.641 0.51
H 2.406868 -3.172162 6.963474 0.478 0.497 -0.474 0.30
H 1.313199 -4.293563 6.357908 -0.796 0.190 -0.103 0.29
H 0.784107 -2.537541 6.773540 -0.359 -0.689 0.691 0.35
H 1.600786 -1.322845 2.396591 0.200 0.929 0.263 -0.33
H 2.876478 -1.716612 1.505715 -0.136 -0.291 -0.176 -0.12
C -0.394754 2.749328 -3.977860 1.747 1.004 -1.853 -2.12
C -0.056676 1.382203 -3.467594 -2.495 1.837 -1.913 0.92
C 1.364229 0.957701 -3.464290 1.763 1.041 0.149 0.64
O 2.063568 1.390011 -4.597826 -1.302 -0.384 -1.093 -0.52
C 3.376749 0.896809 -4.748792 -0.702 0.489 0.866 -0.70
N -0.624881 1.305778 -2.187717 -0.327 -1.667 1.688 1.68
H -1.453617 2.970511 -4.111936 -0.049 -0.229 0.475 0.30
H 0.046627 2.815399 -4.972304 -0.149 0.221 -0.282 0.56
H 0.137131 3.536329 -3.443238 -0.261 0.146 0.438 0.40
H -0.720721 0.798646 -4.105262 0.564 -0.963 -0.422 -0.53
H 1.456949 -0.090529 -3.180221 -0.004 -0.590 -0.642 0.16
H 1.888799 1.450582 -2.645760 -0.199 0.328 0.786 -0.53
H 3.338355 -0.189401 -4.666529 0.494 -0.141 -0.454 0.23
H 3.937701 1.302466 -3.906841 0.621 -0.130 0.060 0.23
H 3.741435 1.327535 -5.681310 0.141 -0.524 0.063 0.31
H -0.602617 2.140645 -1.619740 0.640 0.531 -0.389 0.46
H 0.079153 0.724638 -1.755621 -0.673 -0.363 1.587 -1.57
C -0.700173 -6.191119 -0.811249 -1.018 0.119 -0.420 -1.40
C -1.335037 -4.758058 -1.023010 -1.315 -2.905 -0.155 0.37
C -2.841723 -4.823365 -0.654924 -0.206 -0.568 0.000 0.11
O -3.606704 -5.457540 -1.675096 -1.347 0.767 -0.203 -0.37
C -5.046581 -5.236167 -1.777872 -0.631 -0.408 -0.338 -0.81
N -0.626852 -3.827848 -0.201221 0.070 -0.120 0.143 0.04
H 0.300674 -6.318063 -1.223923 0.310 0.542 0.723 0.36
H -1.193461 -7.049931 -1.266463 -0.748 0.489 -0.609 0.37
H -0.867811 -6.438507 0.236981 0.918 0.207 0.307 0.34
H -1.301286 -4.511894 -2.084311 0.154 0.196 -0.216 0.18
H -3.211357 -3.828881 -0.404996 -0.200 0.659 -0.312 -0.37
H -2.955997 -5.400892 0.262417 0.059 -0.191 0.357 0.59
H -5.481206 -5.831705 -2.580693 0.941 -0.404 -0.288 0.36
H -5.480768 -4.270993 -2.038684 1.271 0.935 -0.080 0.21
H -5.753545 -5.502630 -0.992189 0.999 -0.544 1.189 0.38
H 0.196322 -3.617089 -0.747182 1.654 -0.348 0.752 -0.05
H -0.983313 -2.884013 -0.248200 -0.866 -0.094 0.078 0.10
C -4.353155 4.055194 -1.617907 -0.744 0.190 -1.273 -1.67
C -3.605894 3.439806 -0.511523 -0.055 1.731 2.190 0.79
C -4.417925 3.389425 0.741349 0.054 1.757 1.569 -0.43
O -4.437471 4.712977 1.382832 -0.434 -2.105 -0.704 -0.36
C -5.197402 4.603885 2.579380 0.310 1.652 -0.248 -0.70
N -3.107961 2.157149 -0.790170 0.366 -2.304 -0.453 0.64
H -5.350332 3.615335 -1.634224 -0.066 -0.172 -0.349 0.32
H -3.824479 3.818903 -2.541363 -0.239 0.229 -0.295 0.38
H -4.543176 5.127161 -1.564423 0.468 -0.028 0.277 0.40
H -2.791286 4.072104 -0.158382 0.493 0.397 -0.423 0.32
H -3.882082 2.769085 1.459784 -0.011 -0.705 0.258 0.15
H -5.444875 3.049570 0.607306 -0.165 -0.208 -0.109 0.45
H -5.268233 5.639012 2.913425 -0.371 -0.049 0.147 0.30
H -4.671563 4.096293 3.388039 0.081 -0.593 -0.088 0.21
H -6.196330 4.210492 2.391001 -0.001 -0.169 0.140 0.31
H -2.356325 2.218649 -1.462001 -0.508 -0.410 -1.260 -0.33
H -2.506601 1.778757 -0.072334 -0.065 0.267 0.944 -0.35
```
Positions in Å, forces in eV/Å.

Its orbital gap (alpha / beta) is 4.300 / 5.040 eV. As for the net charge: +2. The calculation puts the LUMO energy (alpha / beta) at -7.810 / -7.946 eV. As for the spin multiplicity: 2. As for the total energy: -92710.8291 eV. The expectation value of S² is 0.754.